Entry 1:
The following is a quantum chemistry calculation of a cluster of 2 separate species, C10H13N4 in total at a distorted geometry, from OMol25.

Summary:
Energy above the lowest of the compared OMol25 structures with the same formula, charge and spin   4.423 eV
Orbital gap (alpha / beta)   7.8 / 7.5 eV

ORCA input file:
```
! RIJCOSX wB97M-V def2-TZVPD def2/J DEFGRID3
* xyz 1 1
C -3.884 -0.535 -0.030
C -2.967 -0.986 -0.984
C -3.497 0.347 0.987
C -1.656 -0.408 -0.980
C -2.172 0.847 1.048
C -1.262 0.440 0.066
C 0.081 1.065 0.045
C 1.425 -1.434 -0.238
C 1.680 2.507 0.601
C 2.080 1.656 -0.662
N 0.382 2.044 0.802
N 1.020 0.722 -0.840
N 2.514 -2.073 -0.599
N 0.435 -1.778 0.523
H -4.826 -0.940 0.032
H -3.328 -1.716 -1.784
H -4.211 0.708 1.711
H -0.956 -0.682 -1.877
H -1.766 1.443 1.922
H 2.124 2.357 1.562
H 1.776 3.510 0.341
H 2.132 2.482 -1.494
H 3.036 1.151 -0.696
H 3.194 -1.607 -1.138
H 2.693 -2.969 -0.220
H -0.498 -1.140 0.216
H 0.446 -2.795 0.684
*
```

Listed below, in e, are the Mulliken charges computed for each atom:
1 C -0.50
2 C -0.56
3 C -0.61
4 C 0.18
5 C -0.26
6 C 0.16
7 C 0.39
8 C 0.46
9 C -0.51
10 C -0.47
11 N -0.48
12 N -0.30
13 N -0.31
14 N -0.32
15 H 0.47
16 H 0.33
17 H 0.41
18 H 0.32
19 H 0.36
20 H 0.34
21 H 0.32
22 H 0.30
23 H 0.31
24 H 0.24
25 H 0.22
26 H 0.23
27 H 0.25

***

Entry 2:
The following is a quantum chemistry calculation of a cluster of 2 separate species, C10H13N7O4 in total at a distorted geometry, from OMol25.

Summary:
SMILES string   Nc1nc2c(c(=O)[nH]1)=NC(=O)N=2.CNC(=O)CNC(C)=O
Orbital gap   6.3 eV

ORCA input file:
```
! RIJCOSX wB97M-V def2-TZVPD def2/J DEFGRID3
* xyz 0 1
N -2.720 -0.441 -5.597
C -2.191 -0.619 -4.382
N -2.851 -1.452 -3.656
C -2.360 -1.684 -2.381
C -1.184 -1.072 -1.837
C -0.509 -0.185 -2.776
O 0.532 0.408 -2.533
N -1.076 0.066 -4.000
N -1.022 -1.464 -0.602
C -2.082 -2.339 -0.437
O -2.294 -2.898 0.626
N -2.924 -2.468 -1.525
H -3.600 -0.945 -5.673
H -2.688 0.500 -5.965
H -0.499 0.510 -4.701
C 1.726 1.322 0.518
N 1.841 -0.134 0.527
C 1.362 -1.044 1.387
O 1.520 -2.225 1.104
C 0.610 -0.701 2.692
N 0.740 0.653 3.249
C 1.853 1.130 3.805
C 1.779 2.532 4.362
O 2.901 0.503 3.863
H 0.707 1.627 0.760
H 1.969 1.695 -0.478
H 2.431 1.752 1.231
H 2.304 -0.550 -0.267
H -0.446 -0.897 2.507
H 0.947 -1.413 3.446
H -0.076 1.241 3.245
H 1.053 2.560 5.172
H 1.488 3.221 3.572
H 2.760 2.809 4.745
*
```

Listed below, in e, are the Mulliken charges computed for each atom:
1 N -0.44
2 C 0.38
3 N -0.52
4 C 0.98
5 C 0.56
6 C 0.01
7 O -0.57
8 N -0.12
9 N -0.23
10 C 0.21
11 O -0.46
12 N -0.66
13 H 0.31
14 H 0.24
15 H 0.29
16 C -0.92
17 N -0.10
18 C 0.68
19 O -0.73
20 C -0.85
21 N -0.14
22 C 0.69
23 C -1.18
24 O -0.64
25 H 0.30
26 H 0.35
27 H 0.30
28 H 0.26
29 H 0.46
30 H 0.29
31 H 0.27
32 H 0.36
33 H 0.32
34 H 0.31

***

Entry 3:
The following is a quantum chemistry calculation of an isolated molecule of C10H13NO2 at a distorted geometry, from OMol25.

Summary:
SMILES string   NC[C@H]1CCc2c1ccc(O)c2O
Energy above the lowest of the compared OMol25 structures with the same formula, charge and spin   2.926 eV
Orbital gap   9.0 eV

ORCA input file:
```
! RIJCOSX wB97M-V def2-TZVPD def2/J DEFGRID3
* xyz 0 1
N -0.892 3.217 2.393
C -0.173 2.386 1.529
C -0.649 0.872 1.550
C -2.063 0.792 0.864
C -1.846 0.216 -0.620
C -0.484 -0.353 -0.371
C 0.214 0.003 0.712
C 1.492 -0.360 0.989
C 2.107 -1.165 -0.011
C 1.410 -1.561 -1.140
O 1.845 -2.488 -2.137
C 0.163 -1.005 -1.372
O -0.484 -1.455 -2.471
H -0.549 4.146 2.075
H -1.953 3.026 2.164
H 0.813 2.429 2.119
H -0.039 2.755 0.524
H -0.578 0.508 2.482
H -2.762 1.660 1.031
H -2.675 0.096 1.483
H -1.957 0.995 -1.313
H -2.611 -0.620 -0.700
H 1.997 -0.080 1.983
H 3.081 -1.541 0.025
H 2.825 -2.391 -1.902
H -1.258 -0.907 -2.641
*
```

Listed below, in e, are the Mulliken charges computed for each atom:
1 N -0.55
2 C -0.83
3 C -0.04
4 C -0.96
5 C -1.04
6 C 0.88
7 C -0.21
8 C -0.95
9 C -0.48
10 C 0.42
11 O -0.52
12 C 0.07
13 O -0.57
14 H 0.30
15 H 0.28
16 H 0.33
17 H 0.38
18 H 0.71
19 H 0.36
20 H 0.31
21 H 0.42
22 H 0.35
23 H 0.33
24 H 0.34
25 H 0.33
26 H 0.37

***

Entry 4:
The following is a quantum chemistry calculation of an isolated molecule of C10H13NO2 at a distorted geometry, from OMol25.

Summary:
Energy above the lowest of the compared OMol25 structures with the same formula, charge and spin   4.321 eV
Orbital gap   9.1 eV

ORCA input file:
```
! RIJCOSX wB97M-V def2-TZVPD def2/J DEFGRID3
* xyz 0 1
C -1.919 0.533 -0.305
C 0.373 0.058 -0.234
C -0.612 1.041 -0.344
C 0.115 -1.325 -0.199
C -2.086 -0.872 -0.254
C 1.234 -2.319 0.023
C 2.541 -0.274 -0.236
C -0.357 2.545 -0.266
C -3.571 -1.186 -0.538
C 3.145 0.291 0.997
N -1.128 -1.799 -0.166
O 2.451 -1.667 -0.434
O 3.095 0.467 -1.227
H -2.644 1.300 -0.359
H 1.444 -2.407 1.157
H 1.023 -3.173 -0.592
H 0.477 2.725 -1.034
H -1.335 2.980 -0.566
H 0.052 2.882 0.822
H -4.073 -0.685 0.284
H -3.929 -0.921 -1.490
H -3.707 -2.280 -0.323
H 4.105 -0.143 1.157
H 2.603 0.035 2.007
H 3.118 1.325 0.930
H 2.523 0.476 -2.016
*
```

Listed below, in e, are the Mulliken charges computed for each atom:
1 C -0.63
2 C -0.12
3 C 0.30
4 C 0.63
5 C 0.48
6 C -0.40
7 C 0.78
8 C -1.04
9 C -1.24
10 C -1.36
11 N -0.65
12 O -0.41
13 O -0.51
14 H 0.32
15 H 0.21
16 H 0.32
17 H 0.26
18 H 0.36
19 H 0.23
20 H 0.36
21 H 0.33
22 H 0.33
23 H 0.43
24 H 0.24
25 H 0.37
26 H 0.41

***

Entry 5:
The following is a quantum chemistry calculation of an isolated molecule of C10H13NO3 at a distorted geometry, from OMol25.

Summary:
SMILES string   C#CCCC/C(C(=O)C1CC1)=[N+](\[O-])O
Energy above the lowest of the compared OMol25 structures with the same formula, charge and spin   8.465 eV
Orbital gap   9.1 eV

ORCA input file:
```
! RIJCOSX wB97M-V def2-TZVPD def2/J DEFGRID3
* xyz 0 1
C -2.580 -1.725 -0.983
C -2.883 -0.862 -0.179
C -3.042 0.470 0.430
C -1.636 0.902 0.695
C -0.912 1.326 -0.678
C 0.481 1.142 -0.562
C 0.873 -0.256 -0.572
O 0.321 -0.991 -1.395
C 1.856 -0.761 0.413
C 1.433 -2.141 0.929
C 2.672 -1.955 0.062
N 1.281 2.097 -0.179
O 0.933 3.280 -0.099
O 2.644 1.917 0.058
H -2.101 -2.610 -1.534
H -3.322 1.094 -0.388
H -3.751 0.530 1.191
H -1.616 1.732 1.470
H -1.112 0.075 1.125
H -1.443 0.850 -1.505
H -1.216 2.473 -0.885
H 2.061 0.001 1.161
H 0.538 -2.629 0.270
H 1.405 -2.295 1.949
H 3.666 -2.190 0.235
H 2.552 -2.323 -1.015
H 2.897 2.849 -0.013
*
```

Listed below, in e, are the Mulliken charges computed for each atom:
1 C 0.08
2 C -0.43
3 C -0.84
4 C -0.40
5 C -0.69
6 C -0.26
7 C 0.18
8 O -0.61
9 C 0.08
10 C -0.51
11 C -0.89
12 N 0.82
13 O -0.79
14 O -0.45
15 H 0.35
16 H 0.28
17 H 0.46
18 H 0.31
19 H 0.32
20 H 0.58
21 H 0.35
22 H 0.60
23 H 0.12
24 H 0.38
25 H 0.38
26 H 0.18
27 H 0.42

***

Entry 6:
The following is a quantum chemistry calculation of a cluster of 2 separate species, C10H13O3 in total at a distorted geometry, from OMol25.

Summary:
Energy above the lowest of the compared OMol25 structures with the same formula, charge and spin   1.613 eV
Orbital gap   6.8 eV

ORCA input file:
```
! RIJCOSX wB97M-V def2-TZVPD def2/J DEFGRID3
* xyz -1 1
C -2.441 -2.186 -2.101
C -1.145 -0.504 -0.565
C -1.654 -0.860 -1.808
C -0.567 0.731 -0.363
C -0.660 1.645 -1.418
C -1.597 0.014 -2.890
C -1.128 1.314 -2.677
O -0.215 2.959 -1.373
H -1.207 -1.144 0.308
H -0.068 1.204 0.472
H -1.654 -2.893 -2.318
H -3.154 -1.904 -2.867
H -1.638 -0.375 -3.905
H 0.220 3.149 -0.545
H -1.233 2.045 -3.462
H -2.989 -2.427 -1.200
C 2.387 -0.328 2.169
C 1.067 -0.505 2.952
C 3.273 0.821 2.808
O 2.927 1.232 3.936
O 4.203 1.187 2.058
H 2.894 -1.293 2.187
H 2.126 -0.071 1.143
H 0.517 -1.341 2.532
H 0.378 0.339 2.967
H 1.358 -0.808 3.958
*
```

Listed below, in e, are the Mulliken charges computed for each atom:
1 C -1.34
2 C -0.61
3 C 0.60
4 C -0.13
5 C 0.59
6 C -0.53
7 C -0.67
8 O -0.53
9 H 0.37
10 H 0.16
11 H 0.31
12 H 0.37
13 H 0.33
14 H 0.32
15 H 0.39
16 H 0.36
17 C -0.32
18 C -1.02
19 C 0.51
20 O -0.72
21 O -0.75
22 H 0.29
23 H 0.14
24 H 0.30
25 H 0.23
26 H 0.36